Entry 1:
Computed, not measured: a cluster of 9 separate species, C36H48N8O2S in total at a distorted geometry, with ωB97M-V/def2-TZVPD.

Structure (ORCA input):
```
! RIJCOSX wB97M-V def2-TZVPD def2/J DEFGRID3
* xyz 0 1
O 17.61 9.78 11.03
S 16.21 9.71 10.78
O 15.56 8.89 9.77
C 15.40 9.35 12.43
C 14.42 10.62 12.57
C 14.99 11.87 11.83
C 15.72 11.48 10.52
H 16.17 9.51 13.19
H 14.90 8.38 12.43
H 13.46 10.28 12.18
H 14.22 10.81 13.63
H 15.66 12.22 12.62
H 14.13 12.50 11.64
H 16.66 12.00 10.34
H 14.92 11.51 9.78
C 13.32 6.75 7.54
C 13.25 7.65 6.42
C 14.23 8.58 6.71
N 14.76 8.36 7.93
C 14.27 7.25 8.46
H 12.57 5.96 7.54
H 12.54 7.54 5.61
H 14.56 9.47 6.19
H 15.49 8.96 8.26
H 14.65 6.98 9.43
C 11.61 5.64 15.44
C 12.17 6.44 16.48
C 13.49 5.95 16.59
N 13.85 5.25 15.45
C 12.68 4.98 14.75
H 10.62 5.38 15.11
H 11.71 7.10 17.22
H 14.20 6.11 17.38
H 14.80 5.07 15.17
H 12.61 4.45 13.81
C 13.18 5.94 12.37
C 12.90 7.08 13.13
C 13.23 8.18 12.39
N 13.51 7.79 11.06
C 13.48 6.45 11.10
H 12.95 4.93 12.66
H 12.55 7.13 14.15
H 13.33 9.24 12.57
H 13.95 8.31 10.32
H 13.45 5.82 10.22
C 12.01 11.97 12.80
C 10.76 12.63 12.82
C 9.82 11.68 12.35
N 10.39 10.49 12.03
C 11.73 10.69 12.29
H 13.01 12.21 13.14
H 10.57 13.69 12.93
H 8.77 11.82 12.13
H 9.97 9.59 11.86
H 12.42 9.86 12.29
C 12.51 10.56 15.59
C 13.68 11.14 16.14
C 14.66 10.24 15.99
N 14.13 9.16 15.30
C 12.84 9.38 14.97
H 11.52 10.99 15.72
H 13.79 12.06 16.68
H 15.70 10.38 16.26
H 14.68 8.34 15.11
H 12.13 8.70 14.54
C 17.16 6.84 10.03
C 16.33 6.64 11.10
C 15.51 5.50 10.78
N 15.96 4.99 9.54
C 16.94 5.84 9.06
H 17.85 7.67 9.99
H 16.26 7.26 11.98
H 14.63 5.03 11.19
H 15.57 4.31 8.90
H 17.26 5.58 8.06
C 9.09 7.87 11.98
C 9.15 8.55 10.76
C 10.44 8.51 10.31
N 11.20 7.76 11.18
C 10.42 7.37 12.29
H 8.11 7.68 12.38
H 8.38 9.06 10.21
H 10.87 8.82 9.37
H 12.14 7.43 10.99
H 10.79 6.85 13.16
C 17.57 7.15 14.62
C 16.37 7.76 14.96
C 15.31 6.97 14.54
N 15.83 6.18 13.48
C 17.20 6.10 13.75
H 18.57 7.54 14.78
H 16.41 8.65 15.57
H 14.29 7.31 14.58
H 15.30 5.74 12.73
H 17.75 5.52 13.02
*
```

Frontier orbital gap, eV: 7.780
Energy above the lowest of the compared OMol25 structures with the same formula, charge and spin, eV: 17.6998
Molecular weight, g/mol: 656.9

Mulliken population analysis, charges in e, atoms 1 to 2: O -0.8018; S 1.1828

Entry 2:
Computed, not measured: an isolated molecule of C6H11NO at a distorted geometry, with ωB97M-V/def2-TZVPD.

Structure (ORCA input):
```
! RIJCOSX wB97M-V def2-TZVPD def2/J DEFGRID3
* xyz 0 1
C 2.99 0.07 0.13
C 1.71 -0.72 -0.09
C 0.41 0.17 -0.11
N 0.51 1.48 -0.34
C -0.76 -0.49 0.04
C -2.06 0.29 -0.01
C -3.32 -0.53 0.19
O -2.13 1.50 -0.21
H 3.84 -0.61 0.20
H 3.19 0.75 -0.70
H 2.94 0.64 1.06
H 1.75 -1.25 -1.05
H 1.60 -1.48 0.69
H 1.39 1.96 -0.32
H -0.38 1.97 -0.39
H -0.83 -1.55 0.21
H -4.19 0.11 0.11
H -3.30 -1.00 1.17
H -3.37 -1.31 -0.57
*
```

Frontier orbital gap, eV: 9.191
Energy above the lowest of the compared OMol25 structures with the same formula, charge and spin, eV: 0.3852
Molecular weight, g/mol: 113.2

Mulliken population analysis, charges in e, atoms 1 to 2: C -1.4080; C -0.2213

Entry 3:
Computed, not measured: an isolated molecule of C5H13NOS2 at a distorted geometry, with ωB97M-V/def2-TZVPD.

Structure (ORCA input):
```
! RIJCOSX wB97M-V def2-TZVPD def2/J DEFGRID3
* xyz 0 1
C 0.19 1.72 -2.67
C -0.59 0.50 -0.49
C 0.71 -0.21 -0.35
C 0.39 -1.67 -0.05
C -0.81 -2.01 0.98
H 0.21 2.67 -3.47
H 1.36 1.44 -2.23
H -0.23 0.66 -3.28
H -1.25 -0.23 -1.13
H -1.13 0.52 0.55
H 1.41 -0.24 -1.34
H 1.15 0.27 0.48
H 0.18 -2.15 -0.98
H 1.33 -3.33 0.88
H 2.47 -2.47 -0.39
H -1.03 -3.05 1.07
H -1.78 -1.47 0.70
H 0.66 -1.94 2.89
N 1.64 -2.28 0.52
O 0.61 2.87 -0.56
S -0.55 2.23 -1.22
S -0.65 -1.46 2.63
*
```

Frontier orbital gap, eV: 9.535
Energy above the lowest of the compared OMol25 structures with the same formula, charge and spin, eV: 4.9827
Molecular weight, g/mol: 167.3

Mulliken population analysis, charges in e, atoms 1 to 2: C -0.6953; C -0.6989

Entry 4:
Computed, not measured: a structure of composition IMn2, with ωB97M-V/def2-TZVPD.

Structure (ORCA input):
```
! RIJCOSX wB97M-V def2-TZVPD def2/J DEFGRID3
* xyz 3 11
Mn 8.13 15.24 -20.18
Mn 7.30 14.09 -25.03
I 9.00 14.31 -22.69
*
```

Frontier orbital gap (alpha / beta), eV: 7.525 / 7.707
Energy above the lowest of the compared OMol25 structures with the same formula, charge and spin, eV: 0.0106
Molecular weight, g/mol: 236.8

Mulliken population analysis, charges in e, atoms 1 to 2: Mn 1.3601; Mn 1.4046

| no. | calculated total energy (eV) |
| --- | --- |
| 1 | -64941.2489 |
| 2 | -9938.0692 |
| 3 | -30599.3875 |
| 4 | -70704.7765 |